Record 1
C13H19N2O8S2 | ωB97M-V/def2-TZVPD

Summary:
**Total charge**: +1
**LUMO energy**: -5.2 eV
**Strongest force on any atom**: 0.89 eV/A
**Energy**: -54808.6648 eV

Structure (XYZ):
```
44
C13H19N2O8S2, DFT ωB97M-V/def2-TZVPD
H -4.2579 5.4302 3.4108
H 1.0020 0.7908 1.3034
H 1.7868 2.2142 0.6281
H 3.5854 -1.6004 -1.8144
C -3.0509 3.6846 1.1234
O 0.7372 -0.0662 -1.3810
O 6.2946 -4.8076 -0.8541
H 6.9787 -5.5024 0.9875
H -6.4017 2.1243 0.4149
H -5.4222 -1.6879 -0.5937
H -1.1239 4.5315 0.1766
O 4.9665 -3.9459 0.7555
O -1.9555 2.6351 -1.8813
H 2.5069 0.5917 0.4127
C 5.1761 -4.2629 -0.3877
S -1.5347 4.5268 1.4542
S -4.3210 5.8668 2.1444
C 7.3356 -4.9574 0.1172
H 3.8055 -1.7876 -0.0758
H 2.3961 -3.8048 -1.8894
H 2.1755 -1.6139 -0.7445
H -1.0392 1.8865 1.0496
C -5.4300 2.5410 0.6267
N -4.2233 4.2721 1.4163
C -3.0395 2.3894 0.5648
H -3.7916 0.3711 -1.1898
C -4.4086 0.4440 -0.2892
C 1.5876 1.1611 0.4639
O -5.9035 -1.0703 -1.1685
H -1.9218 0.6010 0.2362
H -4.0128 -0.2906 0.4283
C -1.7590 1.6747 0.2655
O 0.0966 2.0731 -1.2820
C -4.2745 1.8073 0.3098
O 4.3189 -4.1419 -1.4022
O -5.7557 0.2102 -0.5667
C 0.8013 0.9400 -0.7772
C 3.0589 -3.5492 -1.0651
H 8.1244 -5.5202 -0.3715
H 2.6658 -4.0151 -0.1617
N -5.4183 3.7292 1.1755
H 7.7133 -3.9819 0.4179
C -1.2256 2.1566 -1.0721
C 3.1578 -2.0468 -0.9151
```

Results of the Mulliken charge analysis, in e, for atoms 1 through 6:
1. H 0.2094
2. H 0.2742
3. H 0.3929
4. H 0.2937
5. C 0.4247
6. O -0.4075



Record 2
C13H19N3O3S | ωB97M-V/def2-TZVPD

Summary:
**LUMO energy**: 0.7 eV
**Strongest force on any atom**: 0.56 eV/A
**Energy relative to the best compared isomer or geometry (same formula, charge and spin)**: 453.8 kJ/mol
**Energy**: -35233.8637 eV

Structure (XYZ):
```
39
C13H19N3O3S, DFT ωB97M-V/def2-TZVPD
C -1.6346 0.5181 -4.7075
H -1.0776 -1.0031 -1.2844
C -3.0729 5.5879 0.5922
C -1.7019 1.3585 -3.6058
N 2.8427 -1.6047 2.2065
H 5.1027 -2.1890 0.4871
C 4.2401 -2.0022 2.4731
N -1.3826 -0.7869 -4.6257
C -2.9535 2.8860 0.7664
C -3.3281 4.9914 1.8168
C 1.5133 -4.6083 1.1973
H -3.1075 6.6622 0.4718
C -2.7674 4.7747 -0.4889
H -2.8947 1.8032 0.8055
H 4.7953 -1.0769 2.6455
H -3.5687 5.5920 2.6845
C -3.2669 3.6105 1.9072
H 5.9374 -3.0862 1.7542
H -0.9897 -2.3589 -3.3627
H 2.1883 -2.1246 2.7844
C -1.4951 0.8200 -2.3460
O 2.4993 -1.9821 0.8418
H 1.8453 -4.8610 0.1874
H -3.4550 3.0982 2.8408
H -1.7912 0.9113 -5.7064
C 4.9549 -2.7899 1.3837
H 0.9763 -5.4502 1.6272
O 0.5832 -3.5262 1.1817
C -1.1908 -1.2937 -3.4098
H -1.9153 2.4116 -3.7309
H 4.2489 -2.5624 3.4121
O 0.2047 -1.1599 1.3705
H 2.3778 -4.3699 1.8172
S 0.9249 -2.0741 0.5137
N -2.7072 3.4470 -0.4152
C -1.2376 -0.5380 -2.2475
H -2.5619 5.2106 -1.4605
H -1.5459 1.4532 -1.4707
H 4.4109 -3.6882 1.0932
```

Results of the Mulliken charge analysis, in e, for atoms 1 through 6:
1. C -0.2770
2. H 0.4079
3. C -0.5527
4. C -0.3468
5. N -0.2853
6. H 0.2771



Record 3
C13H19N5OS2 | ωB97M-V/def2-TZVPD

Summary:
**SMILES string**: CCCCc1nnc(SCC(=O)Nc2nccs2)n1CC
**LUMO energy**: 0.7 eV
**Strongest force on any atom**: 1.18 eV/A
**Energy relative to the best compared isomer or geometry (same formula, charge and spin)**: 0.0 kJ/mol
**Energy**: -44958.2224 eV

Structure (XYZ):
```
40
C13H19N5OS2, DFT ωB97M-V/def2-TZVPD
N -1.0681 1.1416 -1.0899
N 1.0423 0.6701 -1.4834
H 2.4601 3.7409 0.7868
S 0.6578 3.2314 -0.6503
C -0.9390 -0.1634 -1.4809
N 0.3166 -0.4342 -1.7102
C 4.1083 -1.6246 -1.0301
H 2.8989 2.3824 -0.3160
H 4.4682 -2.4843 -1.5561
C 2.9667 -0.0415 0.3868
H -1.4176 2.4374 1.2678
C -1.3069 -2.2512 0.5545
H -0.6230 -1.4315 0.7861
H -3.1158 1.3806 -1.0646
H -2.3844 0.9654 1.3004
H -0.9141 -3.2847 2.4091
H -2.8898 -0.6944 -2.1245
N 2.1347 0.5474 1.3062
C 4.5054 -0.3336 -1.1326
H -0.7525 -2.9718 -0.0490
N 3.8674 0.5427 -0.3207
H -2.2980 -2.1925 2.4760
H 1.6987 -0.0854 1.9687
C -2.0376 -1.1502 -1.6141
H -3.0017 -0.9442 0.3159
S 2.8491 -1.7757 0.1326
H -1.6536 -1.9619 -2.2333
H 5.2736 0.0383 -1.7849
C -2.4836 -1.7156 -0.2580
C -2.2301 1.8768 -0.6601
C -2.3054 1.9577 0.8627
O 0.8837 2.1248 2.2643
H -2.1656 2.8844 -1.0812
C -1.7667 -2.9070 1.8502
H -3.1764 2.5381 1.1531
C 2.1369 2.8046 0.3352
C 1.6764 1.8375 1.3949
H -3.1967 -2.5224 -0.4401
H -2.4346 -3.7396 1.6403
C 0.2166 1.6077 -1.1116
```

Results of the Mulliken charge analysis, in e, for atoms 1 through 6:
1. N 0.2574
2. N -0.1529
3. H 0.4784
4. S -0.2165
5. C 0.6749
6. N -0.6277